Record 1
Below is a cluster of 6 separate species, C21H57IN4O20P5 in total at a distorted geometry, with properties calculated with ωB97M-V/def2-TZVPD.

Results
2S+1 ... 1
Gap between HOMO and LUMO ... 8.10 eV
Charge ... +1
HOMO energy ... -11.66 eV
F_max ... 7.5 eV/Å
Calculated total energy ... -4562.6521 a.u.

Atoms and positions in Å:
C: 3.9969 1.7209 -2.6748
C: 2.8482 1.3636 -3.8372
I: 2.4875 -0.7978 -3.7239
C: 1.5357 2.2881 -3.4445
N: 0.4737 2.3550 -4.5192
C: -0.8840 2.3580 -4.1747
N: -2.0536 2.4651 -5.1396
C: -3.3144 2.4745 -4.2955
N: -2.8217 2.3229 -2.8708
C: -3.7368 2.2443 -1.6538
N: -1.4393 2.2592 -2.7669
H: 4.1855 0.8282 -1.9420
H: 3.5822 2.6323 -2.0251
H: 4.9976 2.0809 -3.1658
H: 3.3128 1.6582 -4.8798
H: 1.9638 3.3922 -3.2946
H: 1.1624 1.9263 -2.3961
H: 0.6688 2.4434 -5.5572
H: -4.4515 2.5596 -4.5976
H: -3.3278 2.8543 -0.7235
H: -3.7945 1.1026 -1.3134
H: -4.8352 2.5771 -1.9641
H: -0.9338 2.1495 -1.8394
C: -1.2525 -2.3166 -1.6987
O: -0.1705 -2.8783 -0.9923
P: 0.2980 -4.3768 -1.3662
O: 0.7854 -4.5622 -2.7681
O: -0.9685 -5.2912 -0.9667
C: -1.6141 -5.0729 0.2702
O: 1.3794 -4.6902 -0.2147
C: 1.8034 -6.0283 -0.0555
H: -0.9240 -1.3975 -2.1834
H: -1.6563 -3.0020 -2.4502
H: -2.0434 -2.0726 -0.9806
H: -2.5193 -4.4843 0.0979
H: -0.9705 -4.5506 0.9812
H: -1.8977 -6.0397 0.6942
H: 0.9949 -6.6188 0.3882
H: 2.6557 -6.0446 0.6275
H: 2.1012 -6.4631 -1.0105
C: -6.6525 -0.4941 1.8488
O: -5.5705 -1.0558 2.5552
P: -5.1020 -2.5543 2.1813
O: -4.6146 -2.7397 0.7794
O: -6.3685 -3.4687 2.5808
C: -7.0141 -3.2504 3.8177
O: -4.0206 -2.8677 3.3328
C: -3.5966 -4.2058 3.4920
H: -6.3240 0.4250 1.3641
H: -7.0563 -1.1795 1.0973
H: -7.4434 -0.2501 2.5669
H: -7.9193 -2.6618 3.6454
H: -6.3705 -2.7281 4.5287
H: -7.2977 -4.2172 4.2417
H: -4.4051 -4.7963 3.9357
H: -2.7443 -4.2221 4.1750
H: -3.2988 -4.6406 2.5370
C: -4.2850 0.5154 4.9664
O: -4.7870 0.6275 6.2782
P: -6.3725 0.8533 6.4788
O: -7.2442 -0.2487 5.9659
O: -6.6473 2.2955 5.8124
C: -5.7702 3.3652 6.0968
O: -6.4765 1.1328 8.0614
C: -7.6920 1.6519 8.5604
H: -3.7778 -0.4431 4.8588
H: -5.0744 0.5978 4.2130
H: -3.5573 1.3188 4.8061
H: -5.0757 3.4852 5.2607
H: -5.2063 3.1985 7.0170
H: -6.3563 4.2818 6.2024
H: -7.7960 2.6986 8.2560
H: -7.6656 1.6122 9.6517
H: -8.5440 1.0732 8.2013
C: 9.0088 5.6226 -4.8447
O: 8.1432 5.3906 -5.9321
P: 7.3497 3.9867 -5.9982
O: 6.4082 3.7315 -4.8643
O: 8.5175 2.8875 -6.1648
C: 9.5576 3.1211 -7.0911
O: 6.6691 4.0514 -7.4563
C: 6.1164 2.8609 -7.9789
H: 8.6881 6.5214 -4.3185
H: 9.0322 4.7795 -4.1475
H: 10.0188 5.7858 -5.2370
H: 10.4372 3.4831 -6.5516
H: 9.2719 3.8505 -7.8519
H: 9.8092 2.1777 -7.5826
H: 6.9225 2.1764 -8.2632
H: 5.5427 3.1076 -8.8751
H: 5.4587 2.3807 -7.2533
C: 4.8088 0.5457 3.7366
O: 3.9432 0.3136 2.6492
P: 3.1497 -1.0902 2.5831
O: 2.2082 -1.3455 3.7171
O: 4.3175 -2.1894 2.4165
C: 5.3576 -1.9558 1.4902
O: 2.4691 -1.0256 1.1250
C: 1.9164 -2.2160 0.6024
H: 4.4881 1.4445 4.2628
H: 4.8322 -0.2974 4.4338
H: 5.8188 0.7089 3.3443
H: 6.2372 -1.5938 2.0297
H: 5.0719 -1.2264 0.7294
H: 5.6092 -2.8992 0.9988
H: 2.7225 -2.9005 0.3181
H: 1.3427 -1.9694 -0.2938
H: 1.2587 -2.6962 1.3280



Record 2
Below is a structure of composition C21H58O11 at a distorted geometry, with properties calculated with ωB97M-V/def2-TZVPD.

Results
2S+1 ... 1
Gap between HOMO and LUMO ... 9.48 eV
HOMO energy ... -9.33 eV
Relative energy (zero: lowest compared OMol25 entry of this formula, charge and spin) ... 19.535 eV
F_max ... 14.9 eV/Å
Calculated total energy ... -1661.7277 a.u.

Atoms and positions in Å:
C: 2.8901 -1.3022 -3.5462
C: 1.6659 -1.0237 -4.4147
O: 1.7503 -1.4743 -5.7813
O: 2.6431 -0.7530 -2.2671
H: 4.0012 -1.0979 -3.8814
H: 2.7676 -2.5427 -3.3172
H: 1.4939 -0.0087 -4.6258
H: 0.6467 -1.3979 -4.0207
H: 1.7451 -2.4586 -5.5877
H: 2.0038 -1.3290 -1.8796
C: -3.2476 -1.0031 0.3262
C: -3.0377 -1.9578 -0.8401
O: -2.2610 -1.0677 -1.6256
O: -4.0452 -1.7869 1.2472
H: -3.7042 -0.1531 0.1153
H: -2.1676 -0.9189 0.7652
H: -4.0956 -2.4083 -1.0929
H: -2.5463 -2.7451 -0.6036
H: -2.2821 -1.3454 -2.5573
H: -4.7497 -2.1846 0.6989
C: 0.3039 0.7914 -0.1466
C: -0.6066 -0.4035 -0.6387
O: 0.3025 -1.4506 -1.0858
O: -0.5752 1.8741 0.2106
H: 0.9115 1.3581 -0.7012
H: 0.7926 0.5899 0.8023
H: -1.1920 -0.1528 -1.4133
H: -1.1347 -0.7444 0.1999
H: -0.0343 -2.2216 -1.3143
H: -0.1832 2.6307 0.7685
C: -1.5750 -0.2998 3.6136
C: -1.3895 1.1733 4.1313
C: -2.0555 1.4145 5.4638
O: -0.0188 1.3760 4.2579
H: -0.8723 -0.4731 2.8173
H: -2.4312 -0.2854 3.2942
H: -1.1650 -1.0364 4.2827
H: -1.9325 1.7902 3.2573
H: -1.7720 2.4406 5.8326
H: -1.8519 0.6456 6.2177
H: -2.9438 1.4348 5.1599
H: 0.1200 2.4091 4.1927
C: 3.0517 3.7771 0.1376
C: 1.8001 4.5155 0.5312
C: 1.1523 5.1298 -0.6888
O: 0.9499 3.7892 1.3002
H: 3.7260 4.5220 -0.3725
H: 2.8757 3.0282 -0.5152
H: 3.5962 3.4680 1.1975
H: 2.0726 5.1043 1.3193
H: 0.7432 4.3552 -1.4925
H: 1.8882 5.4506 -1.1005
H: 0.4542 6.0415 -0.4608
H: 0.9976 3.9843 2.1241
C: -3.6284 2.0762 -1.9440
C: -2.4740 2.6101 -2.6700
C: -2.9470 3.4647 -3.8465
O: -1.5732 3.3328 -1.9451
H: -4.2302 1.5594 -2.5569
H: -4.3140 2.7718 -1.5683
H: -3.4213 1.5860 -1.1158
H: -1.9030 1.6776 -2.7559
H: -3.8195 4.2889 -3.7321
H: -3.4783 2.8307 -4.5490
H: -2.0380 4.0111 -4.2493
H: -1.4319 2.8937 -1.1604
C: 3.0874 -0.3300 2.4630
C: 2.2061 -1.3145 3.2724
C: 2.8294 -2.6115 3.5852
O: 1.8815 -0.6568 4.5324
H: 3.2565 -0.6970 1.4467
H: 4.0528 0.0477 2.8328
H: 2.7194 0.7344 2.1140
H: 1.3423 -1.4343 2.8306
H: 2.1894 -3.0739 4.2697
H: 3.7057 -2.4332 4.2365
H: 3.2001 -3.1180 2.7765
H: 1.2573 0.0132 4.2511
C: 0.4193 -3.4435 -1.2012
C: 0.7465 -4.8006 -1.7238
C: 1.9213 -5.4471 -0.9253
O: -0.4183 -5.5032 -1.5884
H: 0.0777 -3.3050 -0.1036
H: -0.4865 -2.8011 -1.8134
H: 1.2803 -2.7340 -1.2414
H: 0.7584 -4.8299 -2.9724
H: 2.8197 -4.9565 -0.9097
H: 2.1563 -6.4054 -1.4806
H: 1.7019 -5.7034 0.0064
H: -0.9211 -5.3672 -0.8579



Record 3
Below is a cluster of 3 separate species, C21H60BBrIN9O3P2Si in total at a distorted geometry, with properties calculated with ωB97M-V/def2-TZVPD.

Results
2S+1 ... 1
Gap between HOMO and LUMO ... 8.63 eV
HOMO energy ... -8.35 eV
F_max ... 5.4 eV/Å
Calculated total energy ... -5423.4620 a.u.
SMILES ... CC[C@@H](Br)[Si@@](C[C@H](C)I)(CC(N)(N)N)B(C)O.CN(C)P(=O)(N(C)C)N(C)C.CN(C)P(=O)(N(C)C)N(C)C

Atoms and positions in Å:
C: 0.3836 -1.7706 2.5989
C: -0.5727 -0.8642 1.7966
C: 0.0636 -0.4596 0.4554
Br: -0.3122 -1.8032 -0.9186
Si: -0.2152 1.3408 -0.0840
C: 1.1669 1.7802 -1.3423
C: 2.5996 1.3604 -0.9367
C: 3.6090 2.4073 -1.4343
I: 3.1886 -0.5168 -1.8086
C: -1.8484 1.8374 -0.9275
C: -2.9823 0.8398 -1.1467
N: -3.1370 -0.0708 -0.0075
N: -2.8625 0.1294 -2.4066
N: -4.2069 1.6858 -1.3096
B: 0.0416 2.6329 1.4686
C: 1.4154 3.2172 1.9635
O: -1.1176 3.0008 2.1645
H: -0.1853 -2.2689 3.3859
H: 1.2200 -1.2174 3.0226
H: 0.7338 -2.5608 1.9311
H: -1.4869 -1.4299 1.6382
H: -0.8115 0.0165 2.4002
H: 1.1429 -0.5533 0.6105
H: 1.1168 2.8538 -1.5358
H: 0.8949 1.2564 -2.2644
H: 2.6642 1.2650 0.1463
H: 3.1887 3.3983 -1.2482
H: 4.5781 2.3024 -0.9500
H: 3.7196 2.3147 -2.5141
H: -1.6107 2.2588 -1.9083
H: -2.2767 2.6685 -0.3621
H: -3.4323 0.4663 0.7990
H: -3.8307 -0.7826 -0.1982
H: -3.2303 -0.8089 -2.3291
H: -1.8985 0.0913 -2.7044
H: -4.5455 1.9976 -0.4027
H: -4.9452 1.1301 -1.7274
H: 1.2610 4.2708 2.2321
H: 2.2272 3.1920 1.2390
H: 1.6752 2.7124 2.8996
H: -1.4701 3.8484 1.8703
C: -7.6544 0.9732 4.0727
N: -6.7260 1.7434 3.2677
C: -5.4124 1.1054 3.2834
P: -6.6678 3.4500 3.1155
O: -5.8762 3.5949 1.8498
N: -8.1753 4.1101 2.6059
C: -9.4120 3.3617 2.7218
C: -8.1565 4.8730 1.3614
N: -6.9849 3.8243 4.7780
C: -7.4815 5.1876 5.0685
C: -5.7689 3.6346 5.6119
H: -7.4715 1.0584 5.1535
H: -7.5559 -0.0814 3.8075
H: -8.6884 1.2380 3.8807
H: -4.9795 1.0789 4.2931
H: -4.6984 1.6108 2.6345
H: -5.4883 0.0720 2.9357
H: -9.4205 2.4582 2.0988
H: -10.2517 3.9896 2.4157
H: -9.6155 3.0903 3.7600
H: -8.1565 4.2282 0.4750
H: -7.2854 5.5196 1.3091
H: -9.0424 5.5121 1.3222
H: -6.8400 5.9687 4.6523
H: -7.5243 5.3177 6.1511
H: -8.4883 5.3290 4.6920
H: -4.9543 4.3019 5.3163
H: -5.4107 2.6079 5.5424
H: -6.0034 3.8207 6.6587
C: 7.2644 -4.5962 -5.9517
N: 8.2102 -4.0144 -5.0177
C: 9.5366 -3.9339 -5.6232
P: 8.1940 -4.2516 -3.3217
O: 9.1149 -3.1838 -2.8343
N: 6.7033 -3.7664 -2.6139
C: 5.5021 -3.5797 -3.4035
C: 6.7921 -2.7414 -1.5769
N: 7.7392 -5.9221 -3.3540
C: 7.1511 -6.4727 -2.1138
C: 8.9028 -6.7819 -3.6882
H: 7.4028 -5.6768 -6.0973
H: 7.3941 -4.1170 -6.9246
H: 6.2344 -4.4216 -5.6650
H: 9.9658 -4.9232 -5.8357
H: 10.2236 -3.3988 -4.9701
H: 9.4867 -3.3834 -6.5649
H: 5.5961 -2.7657 -4.1338
H: 4.6584 -3.3470 -2.7482
H: 5.2160 -4.5001 -3.9160
H: 6.9048 -1.7335 -1.9932
H: 7.6292 -2.9293 -0.9104
H: 5.8802 -2.7626 -0.9748
H: 7.7774 -6.2976 -1.2347
H: 7.0244 -7.5496 -2.2373
H: 6.1671 -6.0574 -1.9261
H: 9.7000 -6.7108 -2.9424
H: 9.3180 -6.5065 -4.6582
H: 8.5889 -7.8223 -3.7587